Record 1
{"formula": "C5H15NO", "method": "wB97M-V/def2-TZVPD", "relative_energy_kcal_mol": 49.4, "smiles": "CCCCCN.O", "lumo_energy_ev": 1.0, "e_tot_ev": -8964.2182, "multiplicity": 1, "gap_ev": 10.08, "homo_energy_ev": -9.11, "species": ["C", "C", "C", "C", "C", "N", "H", "H", "H", "H", "H", "H", "H", "H", "H", "H", "H", "H", "H", "O", "H", "H"], "positions_angstrom": [[-0.206923, 2.129679, 2.528794], [-0.555753, 0.672886, 2.169987], [-1.057770, 0.616036, 0.753025], [-0.016450, 1.225159, -0.231458], [1.043782, 0.302316, -0.999077], [0.667660, -0.496791, -2.206933], [0.816138, 2.358288, 2.700005], [-0.745138, 2.407630, 3.350225], [-0.614680, 2.856070, 1.792922], [0.292951, 0.017630, 2.418949], [-1.271507, 0.551486, 3.003407], [-2.066558, 1.253439, 0.642457], [-1.186265, -0.398065, 0.321237], [0.611258, 2.005830, 0.284454], [-0.559592, 1.706475, -0.996143], [1.495159, -0.634392, -0.352642], [1.887481, 0.893956, -1.323294], [-0.239014, -0.387167, -2.565379], [1.340494, -0.434958, -2.972621], [-0.035360, -3.878069, -1.686584], [0.369604, -2.989798, -1.790593], [0.237620, -4.380788, -0.899397]], "forces_ev_per_angstrom": [[0.1, 0.5, -2.4], [0.1, 1.0, 1.7], [-0.9, 0.3, -1.6], [1.9, -0.6, 0.2], [0.4, -3.1, 1.3], [0.7, -0.1, 0.3], [1.0, 0.1, 0.0], [-1.1, 0.6, 2.7], [0.5, -0.5, 0.0], [-0.2, 0.1, -0.5], [-0.3, -1.2, -1.0], [2.1, -1.6, 0.3], [-0.6, 0.3, 0.8], [-0.7, -0.8, -0.6], [-0.6, 0.8, -1.1], [-1.0, 2.9, -0.5], [0.2, 0.5, 0.4], [-1.3, 0.4, -0.4], [-0.4, 0.2, 0.5], [-0.2, 0.0, -0.3], [0.0, -0.8, 0.7], [0.2, 1.0, -0.5]], "mulliken_charge": [-1.34, -0.28, -0.48, -0.56, -0.48, -0.49, 0.31, 0.44, 0.35, 0.26, 0.30, 0.23, 0.28, 0.26, 0.38, 0.13, 0.31, 0.20, 0.19, -0.69, 0.35, 0.31]}



Record 2
{"formula": "C5H15NO", "method": "wB97M-V/def2-TZVPD", "relative_energy_kcal_mol": 24.6, "smiles": "CC[C@@H](C)NC.O", "lumo_energy_ev": 0.9, "e_tot_ev": -8965.2898, "multiplicity": 1, "gap_ev": 9.28, "homo_energy_ev": -8.41, "species": ["C", "C", "C", "C", "N", "C", "H", "H", "H", "H", "H", "H", "H", "H", "H", "H", "H", "H", "H", "O", "H", "H"], "positions_angstrom": [[0.020085, 0.944836, 1.175560], [-0.318590, 0.709705, -0.289781], [0.720843, 0.088750, -1.241965], [1.978370, -0.402775, -0.504173], [0.086361, -0.932420, -2.053508], [-0.213134, -2.219263, -1.427989], [0.558458, 0.090141, 1.574950], [-0.941717, 1.036430, 1.678966], [0.605477, 1.833514, 1.403340], [-1.270993, 0.167951, -0.336480], [-0.680540, 1.632722, -0.770392], [1.071003, 0.877668, -1.911651], [2.709084, -0.711015, -1.256595], [2.420817, 0.364565, 0.119009], [1.778850, -1.271171, 0.130863], [0.558826, -1.059487, -2.934683], [0.686404, -2.750858, -1.087445], [-0.598966, -2.865827, -2.212351], [-0.875463, -2.055889, -0.589938], [-2.880871, 2.101582, 3.138153], [-2.095643, 1.776424, 3.593293], [-3.318668, 2.644417, 3.802810]], "forces_ev_per_angstrom": [[-0.3, -0.2, -0.1], [-1.0, 0.7, -0.6], [0.4, -0.1, 0.8], [-0.1, -0.4, -0.4], [-0.3, -0.1, -0.4], [1.1, 0.3, -0.7], [-0.1, -0.1, 0.2], [0.1, 0.1, 0.3], [0.1, 0.1, -0.2], [0.4, -0.6, 0.1], [0.4, 0.1, 0.3], [-0.1, -0.1, -0.2], [0.1, 0.0, 0.1], [0.1, 0.2, 0.1], [0.0, 0.1, 0.0], [0.1, 0.0, 0.0], [0.0, 0.1, 0.3], [-0.6, 0.0, 0.2], [-0.4, -0.3, 0.1], [0.1, 0.0, 0.2], [0.0, 0.0, -0.1], [-0.1, 0.0, -0.1]], "mulliken_charge": [-0.82, -0.76, 0.46, -1.68, -0.41, -0.90, 0.34, 0.04, 0.35, 0.38, 0.28, 0.34, 0.38, 0.44, 0.37, 0.29, 0.29, 0.36, 0.27, -0.63, 0.31, 0.31]}



Record 3
{"formula": "C5H15NO", "method": "wB97M-V/def2-TZVPD", "total_charge": 1, "relative_energy_kcal_mol": 64.2, "lumo_energy_ev": [-3.3, -9.5], "e_tot_ev": -8955.1039, "multiplicity": 2, "s_squared": 0.76, "gap_ev": [11.47, 5.26], "homo_energy_ev": [-14.77, -14.77], "species": ["C", "C", "C", "C", "C", "N", "H", "H", "H", "H", "H", "H", "H", "H", "H", "H", "H", "H", "H", "H", "H", "O"], "positions_angstrom": [[1.327431, -0.508112, -1.277072], [0.393837, 0.059453, -0.212664], [-1.030612, -0.471811, -0.161009], [-2.122790, 0.582713, 0.223889], [-1.334797, -1.689269, 0.756634], [1.037927, -0.056599, 1.145703], [1.696691, 0.358411, -1.880065], [2.228763, -0.998116, -0.901812], [0.888976, -1.104723, -2.099247], [0.191999, 1.157577, -0.517244], [-1.282573, -0.770678, -1.216241], [-3.103738, 0.301067, -0.207588], [-2.023233, 1.625692, -0.122546], [-2.162012, 0.581770, 1.293841], [-0.430482, -1.995056, 1.327983], [-2.215061, -1.637301, 1.408341], [-1.347703, -2.655703, 0.202827], [1.278254, -1.098114, 1.062307], [0.296086, -0.082568, 1.843445], [1.942293, 2.609678, -0.672030], [3.062231, 2.678130, 0.393468], [2.708505, 3.113568, -0.390914]], "forces_ev_per_angstrom": [[0.7, 1.0, -1.5], [2.2, 2.4, -0.6], [-4.0, -0.4, 0.3], [0.2, 0.2, -0.9], [1.9, -2.0, -0.5], [-3.0, -3.6, -3.1], [0.1, -0.5, 0.6], [-0.2, -0.1, 0.1], [-0.3, -0.1, 1.0], [0.3, -1.4, 0.9], [0.9, 0.4, 0.7], [0.5, -0.3, 0.5], [0.6, -0.4, 0.0], [-0.5, 0.3, 0.7], [-0.7, 0.6, 0.5], [0.4, 0.3, -0.3], [-0.8, 0.8, -0.2], [1.3, 1.8, 0.9], [0.3, 1.2, 0.9], [0.0, 0.0, 0.0], [-0.1, 0.1, -0.1], [0.1, 0.0, 0.1]], "mulliken_spin": [0.00, 0.04, 0.13, 0.01, 0.01, 0.70, 0.00, 0.00, 0.00, 0.07, 0.03, 0.01, 0.00, 0.00, 0.00, 0.00, 0.00, 0.00, 0.00, 0.00, 0.00, 0.00]}



Record 4
{"formula": "C5H15NO2", "method": "wB97M-V/def2-TZVPD", "relative_energy_kcal_mol": 43.4, "smiles": "CN(C)CCCO.O", "lumo_energy_ev": 0.8, "e_tot_ev": -11012.0630, "multiplicity": 1, "gap_ev": 9.22, "homo_energy_ev": -8.46, "species": ["C", "N", "C", "C", "C", "C", "O", "H", "H", "H", "H", "H", "H", "H", "H", "H", "H", "H", "H", "H", "O", "H", "H"], "positions_angstrom": [[-1.287722, 2.005646, -1.001115], [-1.521715, 0.924625, -0.061388], [-2.034975, 1.337719, 1.213242], [-0.320374, 0.058611, 0.041684], [-0.069691, -0.701526, -1.259388], [1.244657, -1.419404, -1.311474], [1.591921, -2.132762, -0.094324], [-1.263042, 1.552457, -2.001268], [-2.038428, 2.793741, -0.980787], [-0.294941, 2.473429, -0.908343], [-2.323747, 0.479534, 1.820148], [-1.553528, 2.070590, 1.901358], [-2.972179, 1.880089, 1.061046], [-0.616257, -0.724199, 0.752033], [0.491058, 0.686234, 0.393004], [-0.997981, -1.169262, -1.617676], [0.058627, -0.023704, -2.101720], [2.031485, -0.650066, -1.270263], [1.511087, -2.064836, -2.152843], [0.924899, -2.809182, 0.050131], [1.942511, -0.090881, 2.100666], [1.814009, -0.472987, 1.208177], [2.251936, -0.797573, 2.649399]], "forces_ev_per_angstrom": [[0.4, -0.4, -0.7], [0.8, 0.0, -0.1], [-1.4, 0.7, 0.9], [-2.0, -0.3, -0.3], [-0.3, 1.0, -1.4], [1.7, -0.2, 1.5], [-0.5, -0.1, -0.2], [-0.3, 0.4, 0.1], [-0.2, -0.2, 0.2], [0.0, 0.1, 0.4], [0.3, -0.2, 0.0], [1.0, -0.5, -0.6], [-0.2, -0.2, -0.4], [0.5, 0.4, 0.4], [0.6, -0.2, 0.0], [0.3, -0.8, 0.7], [0.1, 0.6, 0.0], [-0.3, 0.0, -0.4], [-0.7, 0.2, -0.2], [0.0, -0.1, 0.1], [-0.3, 0.6, -0.9], [0.2, -0.2, 0.9], [0.3, -0.7, 0.3]], "mulliken_charge": [-0.93, -0.03, -1.03, -0.55, -0.49, -0.91, -0.55, 0.25, 0.34, 0.30, 0.33, 0.34, 0.38, 0.41, 0.41, 0.38, 0.30, 0.34, 0.43, 0.30, -0.67, 0.36, 0.29]}



Record 5
{"formula": "C5H15NO2", "method": "wB97M-V/def2-TZVPD", "relative_energy_kcal_mol": 38.2, "smiles": "CC/C(C)=C/N.O.O", "lumo_energy_ev": 0.7, "e_tot_ev": -11012.2901, "multiplicity": 1, "gap_ev": 8.12, "homo_energy_ev": -7.45, "species": ["C", "C", "C", "C", "C", "N", "H", "H", "H", "H", "H", "H", "H", "H", "H", "H", "H", "O", "H", "H", "O", "H", "H"], "positions_angstrom": [[2.078303, -0.342368, 0.028873], [0.714294, -1.138760, 0.010167], [-0.285740, -0.594344, 1.011406], [-0.583720, -1.426256, 2.200759], [-0.838010, 0.569090, 0.667440], [-1.900530, 1.218038, 1.312746], [2.730262, -0.581795, -0.807638], [1.850915, 0.718057, 0.025710], [2.576549, -0.685511, 0.938660], [0.394772, -1.024375, -1.029540], [0.969358, -2.193514, 0.113715], [-0.279060, -2.466158, 2.073003], [-1.665023, -1.418058, 2.420352], [-0.210709, -1.075094, 3.163347], [-0.724260, 0.975831, -0.336285], [-2.614361, 1.777461, 0.888121], [-2.106633, 1.027247, 2.276858], [-2.811336, 0.082130, -2.421535], [-2.818740, 0.926350, -1.991858], [-2.004320, -0.108835, -2.896731], [2.128106, 1.946641, -2.497427], [2.611061, 1.368342, -3.122504], [2.788823, 2.445881, -2.027641]], "forces_ev_per_angstrom": [[-0.8, -1.1, 0.7], [1.6, 1.0, -0.9], [1.0, -0.2, -1.1], [-1.2, 0.1, 0.9], [-2.3, 0.0, -0.4], [0.4, 0.0, 1.2], [-0.1, -0.1, -0.2], [0.2, 0.1, 0.2], [0.3, 0.6, 0.1], [-0.6, -0.1, 0.1], [-0.3, -0.1, 0.4], [0.0, 0.2, 0.0], [0.0, -0.2, -0.4], [0.6, 0.1, -0.1], [0.6, -0.1, 0.2], [0.4, 0.0, -0.6], [0.1, -0.2, 0.0], [-0.9, -1.1, -0.2], [0.6, 0.6, 0.0], [0.3, 0.5, 0.2], [-0.1, -0.7, -0.9], [-0.3, 0.6, 0.6], [0.4, 0.2, 0.2]], "mulliken_charge": [-1.02, -0.83, 0.66, -1.39, -0.15, -0.39, 0.29, 0.29, 0.34, 0.23, 0.37, 0.37, 0.34, 0.30, 0.30, 0.15, 0.16, -0.63, 0.30, 0.32, -0.64, 0.32, 0.31]}



Record 6
{"formula": "C5H15NO2", "method": "wB97M-V/def2-TZVPD", "relative_energy_kcal_mol": 48.1, "smiles": "CC(C)CNCO.O", "lumo_energy_ev": 0.7, "e_tot_ev": -11011.8608, "multiplicity": 1, "gap_ev": 9.80, "homo_energy_ev": -9.10, "species": ["C", "C", "C", "C", "N", "C", "O", "H", "H", "H", "H", "H", "H", "H", "H", "H", "H", "H", "H", "H", "O", "H", "H"], "positions_angstrom": [[0.465082, 0.577664, -2.081271], [0.758482, 0.981264, -0.660483], [1.626156, -0.093230, 0.004545], [-0.540919, 1.268304, 0.179373], [-1.490562, 0.251128, 0.591464], [-1.590912, 0.109681, 2.053226], [-0.264755, 0.077219, 2.552676], [1.148763, -0.177430, -2.478649], [0.486438, 1.216653, -2.947876], [-0.592745, 0.270991, -2.095003], [1.247758, 2.009286, -0.615596], [1.010905, -0.978707, 0.175725], [2.086459, 0.319332, 0.902224], [2.532316, -0.331617, -0.558431], [-0.200857, 1.889457, 0.996281], [-1.137816, 1.863832, -0.553953], [-1.243866, -0.677105, 0.248705], [-2.134913, -0.786815, 2.390202], [-2.050882, 1.047850, 2.435238], [-0.254384, -0.217790, 3.471526], [-0.171606, -2.898773, -1.553413], [0.648906, -3.377921, -1.673283], [-0.337049, -2.343274, -0.783226]], "forces_ev_per_angstrom": [[-1.1, -0.9, -1.0], [0.6, 1.0, 0.9], [0.7, 1.0, 0.0], [-0.2, 1.3, -2.3], [-0.1, -1.8, 1.5], [0.4, 1.3, -0.7], [0.6, -0.5, 0.7], [-0.4, -0.6, 0.6], [0.2, 1.6, 0.3], [0.4, -0.8, -0.3], [-0.2, -1.3, -0.1], [0.4, 0.0, 0.3], [-0.6, -0.3, 0.6], [-0.4, -0.3, -0.6], [-0.4, 0.0, 0.4], [0.5, 0.3, 0.7], [0.0, 0.3, -0.2], [-0.1, 0.3, -0.6], [-0.2, -0.7, -0.1], [-0.1, 0.1, -0.1], [-1.4, 0.0, -1.0], [0.2, 0.5, 1.0], [1.2, -0.6, -0.1]], "mulliken_charge": [-1.33, 0.84, -1.30, -1.16, -0.29, -0.35, -0.45, 0.32, 0.32, 0.34, 0.24, 0.12, 0.32, 0.50, 0.41, 0.39, 0.17, 0.36, 0.32, 0.26, -0.64, 0.31, 0.32]}



Record 7
{"formula": "C5H15NO2", "method": "wB97M-V/def2-TZVPD", "relative_energy_kcal_mol": 79.3, "smiles": "CCCNCCO.O", "lumo_energy_ev": 0.7, "e_tot_ev": -11010.5081, "multiplicity": 1, "gap_ev": 9.81, "homo_energy_ev": -9.14, "species": ["C", "C", "C", "N", "C", "C", "O", "H", "H", "H", "H", "H", "H", "H", "H", "H", "H", "H", "H", "H", "O", "H", "H"], "positions_angstrom": [[-2.490297, 1.207677, -1.526141], [-1.451786, 0.127156, -1.291082], [-0.230393, 0.925265, -0.656403], [0.955660, -0.014551, -0.593752], [2.017985, 0.875496, -0.115836], [1.982517, 0.635327, 1.505075], [1.964378, -0.615845, 1.999501], [-2.734899, 1.532864, -0.428668], [-2.121420, 2.054558, -2.035944], [-3.437677, 0.915192, -1.921184], [-0.998734, -0.331311, -2.244580], [-1.698930, -0.785909, -0.668528], [-0.165224, 1.749201, -1.435608], [-0.617011, 1.252535, 0.384164], [1.282699, -0.365665, -1.471931], [2.991513, 0.829648, -0.435632], [1.849778, 1.961327, -0.311082], [2.850424, 0.970363, 2.128796], [0.992152, 1.167024, 1.722590], [1.361009, -1.287679, 1.382633], [-0.593436, -4.388934, 2.274093], [-0.219872, -4.386319, 1.470424], [-1.488444, -4.027419, 2.269085]], "forces_ev_per_angstrom": [[-1.0, -0.9, 3.6], [2.3, -0.7, -0.7], [-2.1, -2.4, -1.2], [0.1, 2.7, 0.7], [-1.0, 0.5, 4.0], [-0.6, 3.1, -0.9], [-2.4, -5.6, -2.3], [0.2, -0.1, -1.9], [0.5, 0.8, -0.7], [-0.5, -0.4, -0.5], [-0.9, 0.7, 1.0], [-0.3, 1.3, -0.5], [0.8, -0.4, 1.5], [1.3, -0.2, -1.7], [-0.7, -0.1, -0.9], [2.3, -1.5, -1.3], [-0.5, -0.6, 0.4], [-0.7, 1.3, -1.1], [1.3, -0.3, 0.5], [2.1, 2.8, 2.1], [-2.1, -0.1, 5.1], [1.7, 0.2, -4.7], [0.4, -0.1, -0.4]], "mulliken_charge": [-1.15, -0.34, -0.52, -0.42, -0.54, -0.31, -0.53, 0.25, 0.36, 0.38, 0.28, 0.26, 0.31, 0.19, 0.24, 0.52, 0.25, 0.34, 0.12, 0.32, -0.61, 0.28, 0.32]}



Record 8
{"formula": "C5H15NO2", "method": "wB97M-V/def2-TZVPD", "relative_energy_kcal_mol": 34.6, "smiles": "CCCCNCO.O", "lumo_energy_ev": 0.6, "e_tot_ev": -11012.4479, "multiplicity": 1, "gap_ev": 9.56, "homo_energy_ev": -8.96, "species": ["C", "C", "C", "C", "N", "C", "O", "H", "H", "H", "H", "H", "H", "H", "H", "H", "H", "H", "H", "H", "O", "H", "H"], "positions_angstrom": [[-3.138571, -0.748646, -0.477221], [-1.715535, -0.354749, -0.034339], [-0.929008, 0.304137, -1.233736], [0.200128, 1.190583, -0.874542], [1.200298, 0.438905, -0.086227], [2.216024, 1.218475, 0.474463], [1.756653, 2.266825, 1.381124], [-3.664526, -1.287937, 0.320230], [-3.109389, -1.404839, -1.347115], [-3.674652, 0.148700, -0.783538], [-1.738285, 0.484579, 0.673564], [-1.188267, -1.222391, 0.340038], [-1.768109, 0.808929, -1.784992], [-0.636408, -0.507935, -1.914117], [0.538049, 1.553576, -1.860283], [0.057851, 2.163987, -0.344368], [0.807533, -0.346442, 0.401128], [2.962419, 0.632796, 1.030871], [2.706425, 1.889385, -0.240077], [1.418955, 1.901250, 2.217219], [2.466969, -3.185721, 1.081852], [2.716472, -2.266978, 1.153098], [2.514971, -3.676490, 1.906967]], "forces_ev_per_angstrom": [[0.6, -0.1, 0.3], [0.1, 1.2, -1.2], [-3.1, -1.2, 0.2], [1.2, 1.0, 0.1], [-0.1, 0.3, -1.7], [0.2, 1.0, 1.3], [-0.3, -0.1, 0.6], [-0.1, 0.3, -0.2], [0.1, -0.1, 0.0], [-0.2, 0.0, 0.2], [-0.2, -0.6, 0.5], [0.1, -0.1, 0.4], [1.1, 0.2, 0.3], [0.4, 0.3, 0.1], [0.9, -0.4, 0.3], [-1.0, -0.9, -0.1], [0.2, 0.1, 0.4], [-0.2, -0.2, -0.4], [0.0, -0.7, -0.4], [0.2, 0.0, -0.6], [-0.4, -0.7, -0.8], [0.2, 0.1, 0.6], [0.2, 0.6, 0.1]], "mulliken_charge": [-1.34, -0.26, -0.78, -0.50, -0.10, -0.44, -0.55, 0.36, 0.32, 0.36, 0.27, 0.33, 0.41, 0.28, 0.27, 0.37, 0.18, 0.30, 0.27, 0.28, -0.65, 0.33, 0.32]}